The following is a quantum chemistry calculation of C28H25AsN4RuS2 as an isolated structure at a distorted geometry, from OMol25.

Calculated values
Energy relative to the best compared isomer or geometry (same formula, charge and spin) (eV): 1.342
HOMO (alpha / beta) (Ha): -0.411 / -0.409
Molar mass (g/mol): 657.66
Spin multiplicity: 2
Charge: +1
LUMO level (alpha / beta) (eV): -4.782 / -4.488
Maximum force (hartree/bohr): 0.065

Geometry (Å):
Ru  0.554  -1.683  -0.208
S  1.319  -2.634  1.849
C  2.683  -1.591  2.148
C  3.153  -1.456  3.454
C  4.254  -0.666  3.738
C  4.675  -0.516  5.097
N  4.978  -0.394  6.198
C  4.927  -0.006  2.692
C  4.465  -0.140  1.394
C  3.344  -0.918  1.106
S  2.846  -1.060  -0.557
C  6.076  0.803  2.958
N  6.991  1.468  3.156
H  2.645  -1.971  4.258
H  4.976  0.365  0.584
N  0.534  -2.088  -2.563
C  -0.538  -3.026  -2.914
C  -0.470  -4.209  -1.967
N  -0.664  -3.719  -0.592
H  0.442  -1.222  -3.082
H  1.444  -2.481  -2.774
H  -0.466  -3.367  -3.949
H  -1.492  -2.509  -2.787
H  0.515  -4.674  -2.028
H  -1.219  -4.953  -2.244
H  -0.394  -4.423  0.086
H  -1.645  -3.512  -0.436
C  1.542  4.472  0.259
C  0.545  4.120  1.155
C  -0.133  2.919  1.008
C  0.179  2.073  -0.051
C  1.218  2.404  -0.918
C  1.887  3.607  -0.771
As  -0.751  0.385  -0.290
C  -1.709  0.619  -1.977
C  -1.002  0.924  -3.139
C  -1.666  1.066  -4.347
C  -3.042  0.893  -4.408
C  -3.747  0.562  -3.261
C  -3.084  0.417  -2.050
C  -2.170  0.392  1.023
C  -3.099  1.427  1.103
C  -4.104  1.377  2.054
C  -4.188  0.298  2.925
C  -3.268  -0.737  2.846
C  -2.259  -0.690  1.895
H  2.064  5.413  0.372
H  0.295  4.778  1.976
H  -0.895  2.641  1.723
H  1.526  1.714  -1.693
H  2.685  3.869  -1.453
H  0.071  1.075  -3.102
H  -1.112  1.321  -5.242
H  -3.562  1.017  -5.349
H  -4.819  0.421  -3.306
H  -3.644  0.152  -1.163
H  -3.035  2.263  0.416
H  -4.824  2.182  2.118
H  -4.973  0.267  3.668
H  -3.335  -1.573  3.529
H  -1.522  -1.483  1.838

---

The following is a quantum chemistry calculation of C28H25AuN4O3 as an isolated structure, from OMol25.

Calculated values
Energy relative to the best compared isomer or geometry (same formula, charge and spin) (eV): 0.067
HOMO (Ha): -0.267
Molar mass (g/mol): 662.50
Spin multiplicity: 1
LUMO level (eV): -0.029
Maximum force (hartree/bohr): 0.006

Geometry (Å):
Au  0.389  -0.641  -0.576
C  -0.725  3.700  -1.378
C  -0.855  2.237  -1.096
N  0.097  1.398  -1.241
N  1.278  1.853  -1.820
C  2.031  0.864  -2.207
O  1.788  -0.403  -2.025
C  3.285  1.187  -2.938
C  3.622  2.506  -3.232
C  4.795  2.787  -3.911
C  5.637  1.754  -4.305
C  5.303  0.440  -4.015
C  4.130  0.155  -3.331
C  -2.198  1.717  -0.720
C  -3.028  2.424  0.143
C  -4.318  1.962  0.346
C  -4.735  0.830  -0.332
C  -3.827  0.187  -1.161
N  -2.583  0.611  -1.356
H  0.239  3.925  -1.818
H  -0.830  4.259  -0.445
H  -1.531  4.020  -2.040
H  2.957  3.300  -2.922
H  5.054  3.813  -4.138
H  6.552  1.976  -4.838
H  5.956  -0.367  -4.321
H  3.858  -0.864  -3.098
H  -2.672  3.312  0.646
H  -4.986  2.483  1.019
H  -5.735  0.438  -0.217
H  -4.112  -0.713  -1.692
C  2.637  -3.546  1.277
O  2.025  -2.320  0.830
C  1.068  -2.465  -0.082
O  0.757  -3.495  -0.603
H  3.370  -3.246  2.019
H  3.113  -4.054  0.441
H  1.884  -4.195  1.719
C  -4.505  -2.675  1.212
C  -3.578  -3.036  0.249
C  -2.335  -2.416  0.185
C  -2.007  -1.408  1.088
C  -2.955  -1.035  2.050
C  -4.180  -1.669  2.117
N  -0.782  -0.716  1.054
C  -0.066  -0.542  2.253
C  0.837  0.522  2.353
C  1.602  0.702  3.492
C  1.475  -0.163  4.571
C  0.576  -1.217  4.483
C  -0.181  -1.415  3.339
H  -5.465  -3.172  1.264
H  -3.812  -3.820  -0.460
H  -1.618  -2.725  -0.563
H  -2.709  -0.238  2.742
H  -4.897  -1.367  2.872
H  0.936  1.211  1.521
H  2.297  1.531  3.538
H  2.067  -0.018  5.465
H  0.469  -1.908  5.310
H  -0.859  -2.256  3.279